Entry from OMol25: a 2-piece molecular cluster, C4H13N2 overall at a distorted geometry (ωB97M-V with the def2-TZVPD basis set).

Calculated values
HOMO level ... -0.5249 Ha
Maximum force ... 6.19 eV Å⁻¹
Charge ... +1
Energy above the lowest of the compared OMol25 structures with the same formula, charge and spin ... 7.711 eV
Electronic energy ... -269.21732 hartree
Orbital gap ... 4.74 eV

XYZ file:
```
19
C4H13N2 ωB97M-V with the def2-TZVPD basis set
C 1.647 0.247 -1.938
N 0.371 1.010 -1.963
C 1.888 -0.421 -0.594
N 0.613 -0.922 -0.088
C -1.728 0.378 2.835
C -2.414 -0.228 1.606
H 1.653 -0.556 -2.605
H 2.463 0.950 -2.132
H -0.315 0.273 -1.677
H 0.111 1.270 -2.893
H 2.627 -1.195 -0.783
H 2.327 0.265 0.093
H -1.869 1.456 2.911
H 0.555 -1.820 -0.382
H -2.388 -0.022 3.557
H -0.683 0.048 2.995
H -2.448 -1.211 1.705
H -3.519 0.120 1.469
H -1.761 -0.049 0.639
```

natural (NBO) charges, unit e, in atom order:
1. C -0.180
2. N -0.637
3. C -0.350
4. N 0.032
5. C -0.616
6. C -0.568
7. H 0.231
8. H 0.254
9. H 0.356
10. H 0.400
11. H 0.251
12. H 0.298
13. H 0.216
14. H 0.326
15. H 0.220
16. H 0.198
17. H 0.189
18. H 0.224
19. H 0.155

***

Entry from OMol25: one molecule with the formula C4H13N2O at a distorted geometry (ωB97M-V with the def2-TZVPD basis set).

Calculated values
2S+1 ... 2
HOMO level (spin up / spin down) ... -0.0970 / -0.3645 Ha
Maximum force ... 3.88 eV Å⁻¹
Energy above the lowest of the compared OMol25 structures with the same formula, charge and spin ... 2.305 eV
Electronic energy ... -344.79630 hartree
Orbital gap (spin up / spin down) ... 3.53 / 10.64 eV
⟨S²⟩ ... 0.750

XYZ file:
```
20
C4H13N2O ωB97M-V with the def2-TZVPD basis set
C -0.536 0.138 -2.039
O -1.103 1.458 -2.231
C -0.609 -0.074 -0.458
C 0.593 -1.028 -0.059
C 0.478 -1.292 1.553
N 0.759 -0.085 2.311
N -0.270 1.285 0.096
H 0.508 0.112 -2.357
H -1.253 -0.545 -2.476
H -1.215 1.524 -3.188
H -1.615 -0.322 -0.131
H 1.564 -0.544 -0.081
H 0.590 -1.970 -0.603
H 1.055 -2.221 1.713
H -0.581 -1.510 1.712
H -0.026 1.137 1.137
H 1.694 0.292 2.258
H 0.412 -0.114 3.263
H -0.986 2.016 -0.058
H 0.541 1.744 -0.362
```

natural (NBO) charges, unit e, in atom order:
1. C -0.136
2. O -0.784
3. C -0.114
4. C -0.432
5. C -0.216
6. N -0.899
7. N -1.110
8. H 0.185
9. H 0.179
10. H 0.474
11. H 0.220
12. H 0.217
13. H 0.220
14. H 0.180
15. H 0.185
16. H 0.422
17. H 0.371
18. H 0.387
19. H 0.387
20. H 0.264

***

Entry from OMol25: a 2-piece molecular cluster, C4H13N2O overall at a distorted geometry (ωB97M-V with the def2-TZVPD basis set).

Calculated values
2S+1 ... 2
HOMO level (spin up / spin down) ... -0.1023 / -0.3135 Ha
Maximum force ... 3.48 eV Å⁻¹
Energy above the lowest of the compared OMol25 structures with the same formula, charge and spin ... 3.229 eV
Electronic energy ... -344.76234 hartree
Orbital gap (spin up / spin down) ... 3.62 / 9.10 eV
⟨S²⟩ ... 0.751

XYZ file:
```
20
C4H13N2O ωB97M-V with the def2-TZVPD basis set
C -0.732 -1.048 0.891
C 0.746 -0.496 0.622
C 0.739 1.011 0.794
C 1.490 1.851 0.024
N 1.621 3.156 0.357
N -1.754 -0.523 -0.112
H -0.943 -2.102 0.687
H -1.033 -0.804 1.976
H 1.068 -0.956 -0.412
H 1.540 -1.077 1.138
H 0.551 1.231 1.900
H 2.132 1.373 -0.704
H 1.349 3.288 1.354
H 2.612 3.485 0.205
H -2.660 -0.297 0.302
H -1.817 -0.988 -1.014
H -1.382 0.373 -0.309
H -1.051 -2.662 -2.810
H -0.976 -3.648 -1.653
O -1.491 -2.945 -2.045
```

natural (NBO) charges, unit e, in atom order:
1. C -0.335
2. C -0.465
3. C -0.388
4. C 0.033
5. N -0.786
6. N -1.057
7. H 0.211
8. H 0.220
9. H 0.212
10. H 0.222
11. H 0.202
12. H 0.201
13. H 0.376
14. H 0.377
15. H 0.270
16. H 0.388
17. H 0.384
18. H 0.458
19. H 0.465
20. O -0.987

***

Entry from OMol25: a 2-piece molecular cluster, C4H13N2O overall at a distorted geometry (ωB97M-V with the def2-TZVPD basis set).

Calculated values
HOMO level ... -0.4164 Ha
Maximum force ... 3.50 eV Å⁻¹
Charge ... +1
Energy above the lowest of the compared OMol25 structures with the same formula, charge and spin ... 4.868 eV
Electronic energy ... -344.58795 hartree
Orbital gap ... 7.84 eV

XYZ file:
```
20
C4H13N2O ωB97M-V with the def2-TZVPD basis set
C 1.110 0.080 -1.465
C 0.218 -1.012 0.884
C -1.233 1.376 0.233
C 0.716 0.229 0.034
N 1.717 0.916 0.741
N -0.967 -1.743 0.245
O -2.344 0.682 -0.210
H 0.444 -0.453 -2.163
H 2.082 -0.412 -1.557
H 1.282 1.063 -2.001
H 0.063 -0.619 1.926
H 0.914 -1.837 1.003
H -0.943 2.301 -0.271
H -1.432 1.630 1.237
H 2.382 1.609 0.188
H 1.647 1.169 1.781
H -1.759 -1.286 0.679
H -0.836 -2.664 0.696
H -0.835 -1.604 -0.782
H -2.226 0.572 -1.196
```

natural (NBO) charges, unit e, in atom order:
1. C -0.694
2. C -0.262
3. C -0.115
4. C 0.166
5. N -0.874
6. N -0.698
7. O -0.723
8. H 0.214
9. H 0.243
10. H 0.258
11. H 0.244
12. H 0.203
13. H 0.173
14. H 0.169
15. H 0.421
16. H 0.412
17. H 0.470
18. H 0.453
19. H 0.463
20. H 0.477

***

Entry from OMol25: a 2-piece molecular cluster, C4H13N2O overall at a distorted geometry (ωB97M-V with the def2-TZVPD basis set).

Calculated values
HOMO level ... -0.5400 Ha
Maximum force ... 7.25 eV Å⁻¹
Charge ... +1
Energy above the lowest of the compared OMol25 structures with the same formula, charge and spin ... 3.977 eV
Electronic energy ... -344.62068 hartree
Orbital gap ... 9.66 eV

XYZ file:
```
20
C4H13N2O ωB97M-V with the def2-TZVPD basis set
C 2.437 -1.853 -0.890
C 2.139 -0.352 -0.354
C 0.687 0.056 -0.823
N -0.509 -0.731 -0.290
C -1.657 -0.069 -0.179
N -2.469 -0.076 0.832
H 3.238 -2.278 -0.244
H 1.508 -2.389 -0.876
H 2.820 -1.830 -1.971
H 2.309 -0.270 0.736
H 2.768 0.320 -0.855
H 0.438 1.092 -0.477
H 0.494 0.139 -1.910
H -0.507 -1.664 0.082
H -1.927 0.584 -0.928
H -3.397 -0.673 0.740
H -2.313 0.729 1.356
H 0.281 2.541 1.430
H -1.122 3.248 1.811
O -0.672 2.426 1.349
```

natural (NBO) charges, unit e, in atom order:
1. C -0.610
2. C -0.403
3. C -0.230
4. N -0.466
5. C 0.540
6. N -0.931
7. H 0.239
8. H 0.187
9. H 0.231
10. H 0.226
11. H 0.236
12. H 0.221
13. H 0.230
14. H 0.436
15. H 0.170
16. H 0.460
17. H 0.456
18. H 0.491
19. H 0.510
20. O -0.994

***

Entry from OMol25: a 2-piece molecular cluster, C4H13N2O overall at a distorted geometry (ωB97M-V with the def2-TZVPD basis set).

Calculated values
HOMO level ... -0.5459 Ha
Maximum force ... 2.91 eV Å⁻¹
Charge ... +1
Energy above the lowest of the compared OMol25 structures with the same formula, charge and spin ... 1.619 eV
Electronic energy ... -344.70734 hartree
Orbital gap ... 11.34 eV

XYZ file:
```
20
C4H13N2O ωB97M-V with the def2-TZVPD basis set
C -2.016 1.388 1.824
C -1.126 0.388 1.085
C -1.690 -0.061 -0.269
N -0.685 -0.677 -1.230
C 0.501 -1.083 -0.811
N 1.407 -1.498 -1.676
H -2.488 1.161 2.784
H -1.395 2.267 2.058
H -2.867 1.757 1.238
H -0.130 0.835 0.900
H -0.892 -0.553 1.678
H -2.591 -0.679 -0.152
H -2.033 0.829 -0.773
H -0.763 -0.270 -2.150
H 0.692 -1.307 0.214
H 2.269 -1.808 -1.189
H 1.181 -1.718 -2.643
H 4.610 0.641 -0.811
H 4.206 0.196 0.408
O 3.810 0.191 -0.485
```

natural (NBO) charges, unit e, in atom order:
1. C -0.635
2. C -0.423
3. C -0.213
4. N -0.514
5. C 0.400
6. N -0.711
7. H 0.244
8. H 0.232
9. H 0.221
10. H 0.208
11. H 0.209
12. H 0.229
13. H 0.213
14. H 0.423
15. H 0.230
16. H 0.449
17. H 0.435
18. H 0.482
19. H 0.473
20. O -0.953

***

Q: Which of these has the highest electronic energy?
A: C4H13N2